18
Properties=species:S:1:pos:R:3:forces:R:3 method="wB97M-V/def2-TZVPD" de_lowest_kcal_mol=17.23 homo_ev=-10.56 total_energy_ev=-8436.7669 e_lumo_ev=0.887 gap_ev=11.451
C -1.7533 -0.3533 -0.3101 0.2 1.3 2.5
O -2.9045 0.0551 0.4690 -0.5 -0.1 -0.8
C -0.5574 0.5665 0.0773 0.5 -0.3 -2.0
C 0.6583 0.3433 -0.8435 0.6 0.2 -0.1
C 1.9818 0.7906 -0.2248 0.9 -0.7 0.0
H -1.6296 -1.4226 -0.0214 0.4 0.6 -0.9
H -1.9436 -0.1509 -1.3603 -0.3 -0.5 -0.1
H -2.6808 0.4862 1.2984 0.4 -0.1 -0.2
H -0.1565 0.4379 1.0620 -0.4 0.1 0.9
H -0.8030 1.6305 -0.0868 -0.4 -0.5 0.4
H 0.5266 0.8697 -1.7789 -0.3 0.2 -0.3
H 0.8200 -0.6930 -1.1230 -0.4 -0.3 -0.1
H 1.8714 1.5262 0.5521 -0.2 0.4 0.3
H 2.7069 1.1860 -0.9421 -0.3 0.1 -0.1
H 2.4967 -0.0765 0.2232 -0.3 0.4 0.1
H -0.0498 -1.2441 1.3308 0.1 -0.3 0.2
H 0.7557 -2.0570 0.3666 0.1 -0.2 0.1
O 0.6612 -1.8946 1.3113 -0.1 -0.1 0.0